Model one:
DFT (ωB97M-V/def2-TZVPD) results for a cluster of 2 separate species, C6H8N3OS in total.

Calculated values
- HOMO level: -14.24 eV
- HOMO-LUMO gap: 8.889 eV
- Charge: +1

Positions of all 19 atoms, in Å:
C 2.25780 0.78566 -0.80299
C 0.75675 0.95820 -0.59637
C 0.24706 2.13608 0.05669
N -0.99153 2.47598 0.31011
N -1.81358 1.52171 -0.08940
C -1.52826 0.37036 -0.66402
N -2.62449 -0.51918 -0.96436
C -2.39606 -1.56074 -0.34601
S -1.95256 -2.89952 0.32321
C -0.20154 -0.01532 -0.99892
H 2.83051 1.45338 -0.13798
H 2.49314 -0.27285 -0.55255
H 2.54082 0.89827 -1.87120
H 1.00148 2.86814 0.39525
H -2.80515 1.71954 0.08000
H 0.05554 -0.95122 -1.50390
O 0.90419 -3.16758 2.72134
H 0.95640 -2.31762 2.27204
H 0.09385 -3.56432 2.38368

---

Model two:
DFT (ωB97M-V/def2-TZVPD) results for a cluster of 2 separate species, C6H8N3OS in total.

Calculated values
- HOMO level (spin up / spin down): -12.23 / -12.23 eV
- HOMO-LUMO gap (spin up / spin down): 8.066 / 8.066 eV
- Charge: +1

Positions of all 19 atoms, in Å:
C 2.21205 1.37385 -0.05449
C 3.89226 -0.04568 -0.37058
C 1.68915 0.18859 0.17509
C -1.83479 -1.55528 -0.20765
C -0.56511 -0.29585 0.89627
C -1.34172 -0.01959 -0.40143
N 3.48634 1.13905 -0.39242
N -0.93753 -1.65804 0.87728
N -2.60787 0.86607 -0.23149
O -2.67748 -2.28269 -0.67139
S 2.65613 -1.16223 0.21626
H 1.82341 2.42084 -0.30631
H 4.99550 -0.40165 -0.57440
H -0.50942 0.41728 1.69272
H -0.77995 0.23301 -1.33858
H -0.80790 -2.47971 1.50856
H -2.24563 1.83371 -0.23170
H -3.32962 0.75061 0.53263
H -3.11783 0.67770 -1.11836

---

model one has the most favorable energy; the next structure is 338.1 kJ/mol above.

---

Model one:
DFT (ωB97M-V/def2-TZVPD) results for the ion CH2NO4S with charge -1.

Calculated values
- HOMO level: -4.20 eV
- HOMO-LUMO gap: 8.176 eV
- Charge: -1

Positions of all 9 atoms, in Å:
C 0.41679 -0.36882 -0.23092
N 1.18496 0.75880 0.11337
O -2.22111 0.29086 -0.79994
O 1.55453 0.69075 1.26356
O 1.37040 1.76186 -0.64990
O -1.85548 -1.39993 0.87580
S -1.57011 -0.03714 0.46231
H 0.95077 -1.17060 0.29482
H 0.16925 -0.52578 -1.32910

---

Model two:
DFT (ωB97M-V/def2-TZVPD) results for the ion CH2NO4S with charge -1.

Calculated values
- HOMO level: -4.55 eV
- HOMO-LUMO gap: 8.545 eV
- Charge: -1

Positions of all 9 atoms, in Å:
C 1.46119 0.14242 -0.47711
N 0.58550 -0.69470 0.11275
O -1.66756 1.65710 -0.16129
O 0.77919 -1.38649 1.11672
O -0.60694 -0.83954 -0.47003
O -2.22224 -0.03372 1.43226
S -2.06157 0.25047 0.00439
H 2.61068 0.23662 -0.20545
H 1.12175 0.66783 -1.35224

---

Model three:
DFT (ωB97M-V/def2-TZVPD) results for the ion CH2NO4S with charge -1.

Calculated values
- HOMO level: -5.65 eV
- HOMO-LUMO gap: 9.846 eV
- Charge: -1
- SMILES: [H]/N=C\OS(=O)(=O)[O-]

Positions of all 9 atoms, in Å:
H -0.91574 1.33663 -0.13522
N -1.69111 0.66848 -0.13975
C -1.27725 -0.50446 -0.01180
O -0.06673 -0.99679 0.14327
S 1.28863 0.04871 0.06011
O 0.94200 1.05738 -0.91984
O 2.29135 -0.89511 -0.36703
O 1.47160 0.57821 1.39821
H -2.04273 -1.29305 -0.02796

---

Model four:
DFT (ωB97M-V/def2-TZVPD) results for a cluster of 2 separate species, CH2NO4S in total.

Calculated values
- HOMO level: -5.07 eV
- HOMO-LUMO gap: 9.082 eV
- Charge: -1

Positions of all 9 atoms, in Å:
C 1.72174 0.58968 0.04078
N 1.87657 -0.55298 -0.09698
O -0.69465 -1.54448 -0.07284
O -2.57025 0.03474 -0.06404
O -0.57539 0.63267 -1.40111
O -0.55531 0.62417 1.07811
S -1.11612 0.04534 -0.15183
H 1.80198 1.58765 0.34378
H 0.11144 -1.41678 0.32413

---

model three has the most favorable energy; the next structure is 92.2 kJ/mol above.

---

Model one:
DFT (ωB97M-V/def2-TZVPD) results for a structure of composition CH2NO4S.

Calculated values
- HOMO level: -4.26 eV
- HOMO-LUMO gap: 8.131 eV
- Charge: -1

Positions of all 9 atoms, in Å:
C 0.51310 0.47436 0.19259
N 1.18760 -0.71868 -0.05363
O 1.34213 -1.60547 0.81062
O -2.13357 1.54816 -0.49494
O 1.52060 -0.88121 -1.22795
O -2.04898 -0.67684 0.47708
S -1.59118 0.15865 -0.62149
H 0.29475 0.43449 1.29214
H 0.91555 1.26653 -0.37441

---

Model two:
DFT (ωB97M-V/def2-TZVPD) results for the ion CH2NO4S with charge -1.

Calculated values
- HOMO level: -4.38 eV
- HOMO-LUMO gap: 8.349 eV
- Charge: -1
- SMILES: NS(=O)(=O)C(=O)[O-]

Positions of all 9 atoms, in Å:
N -0.04601 -0.60415 0.34292
S 1.76867 -0.20351 0.24350
O 2.52368 -1.18195 1.04164
O 2.05732 -0.38791 -1.19416
C 1.56501 1.73263 1.08408
O 1.03650 2.35456 0.20113
O 2.04615 1.60385 2.14468
H -0.52969 -0.10771 -0.32650
H -0.41773 -0.34144 1.24176

---

model two has the most favorable energy; the next structure is 312.6 kJ/mol above.